Record 1
6
Properties=species:S:1:pos:R:3 method="wB97M-V/def2-TZVPD" orbital_gap_ev="8.69 / 8.69" homo_ev="-9.223 / -9.223" e_lumo_ev="-0.5 / -0.5"
N -0.84 0.09 -0.76
O -0.08 0.86 -1.19
O -1.80 -0.55 -0.98
O -0.32 -0.17 1.01
S 1.13 0.50 1.11
H 1.91 -0.73 0.81

Record 2
141
Properties=species:S:1:pos:R:3 method="wB97M-V/def2-TZVPD" orbital_gap_ev=5.66 homo_ev=-3.858 e_lumo_ev=1.8 total_charge=-1
C 2.43 -2.42 -2.22
C 1.27 -1.47 -2.69
C -0.16 -2.15 -2.52
C -1.26 -1.10 -2.03
C -1.97 -0.69 -3.38
As -2.44 -1.79 -0.54
N -2.49 -0.15 0.43
C -4.21 -1.31 -1.49
C -4.55 0.21 -1.56
C -5.57 0.57 -2.72
C -5.74 2.13 -2.80
C -4.43 2.85 -3.33
C -3.63 3.55 -2.18
C -2.57 4.58 -2.72
C -1.40 3.89 -3.48
O -1.75 3.72 -4.86
C -0.68 3.13 -5.57
C -0.75 -2.26 0.59
C 0.28 -1.10 0.79
C 1.52 -1.74 1.60
O 2.77 -1.32 1.04
C 3.06 0.02 1.36
C -3.47 -2.81 0.95
S -2.95 -4.58 0.95
O -4.14 -5.43 0.59
O -2.51 -4.94 2.33
H 2.47 -2.55 -1.12
H 3.41 -2.00 -2.57
H 2.33 -3.41 -2.72
H 1.45 -1.31 -3.78
H 1.32 -0.46 -2.23
H -0.12 -3.09 -1.91
H -0.41 -2.50 -3.56
H -0.78 -0.15 -1.67
H -1.14 -0.57 -4.13
H -2.47 0.30 -3.37
H -2.60 -1.50 -3.82
H -2.38 -3.20 -1.27
H -3.32 0.01 0.98
H -2.15 0.66 -0.07
H -4.30 -1.83 -2.48
H -5.09 -1.74 -0.94
H -5.07 0.54 -0.62
H -3.69 0.89 -1.72
H -6.55 0.04 -2.58
H -5.08 0.19 -3.65
H -5.91 2.50 -1.77
H -6.58 2.37 -3.48
H -3.72 2.12 -3.79
H -4.67 3.58 -4.14
H -4.32 4.11 -1.50
H -3.07 2.84 -1.54
H -3.03 5.36 -3.36
H -2.11 5.09 -1.84
H -1.16 2.91 -2.98
H -0.47 4.50 -3.46
H -0.70 3.46 -6.64
H 0.32 3.41 -5.16
H -0.73 2.01 -5.56
H -1.08 -2.50 1.63
H -0.27 -3.20 0.23
H -0.08 -0.30 1.48
H 0.75 -0.70 -0.13
H 1.48 -1.46 2.68
H 1.47 -2.86 1.55
H 3.55 0.14 2.36
H 3.77 0.40 0.59
H 2.18 0.70 1.35
H -4.57 -2.87 0.82
H -3.30 -2.36 1.96
H -1.92 -4.78 0.05
O 0.70 -4.93 -1.74
C 1.26 -5.65 -0.95
O 2.33 -6.35 -1.35
C 3.18 -7.07 -0.45
C 2.65 -8.47 -0.19
C 0.74 -5.87 0.44
H 3.34 -6.51 0.47
H 4.15 -7.14 -0.95
H 1.67 -8.44 0.29
H 3.33 -9.02 0.45
H 2.53 -9.01 -1.13
H -0.02 -6.65 0.43
H 0.28 -4.94 0.78
H 1.51 -6.11 1.16
O 2.42 -5.56 3.22
C 2.88 -5.00 4.18
O 2.77 -3.67 4.27
C 3.08 -2.89 5.43
C 4.55 -2.54 5.47
C 3.66 -5.75 5.23
H 2.74 -3.39 6.34
H 2.49 -1.99 5.34
H 5.18 -3.43 5.55
H 4.77 -1.90 6.32
H 4.84 -2.02 4.56
H 4.70 -5.84 4.91
H 3.23 -6.75 5.32
H 3.61 -5.30 6.22
O 2.73 -0.50 6.68
C 3.03 0.64 6.45
O 4.32 0.96 6.27
C 4.77 2.23 5.79
C 4.91 3.23 6.92
C 2.00 1.73 6.44
H 4.12 2.60 4.99
H 5.74 2.06 5.34
H 3.95 3.42 7.41
H 5.31 4.18 6.55
H 5.59 2.84 7.69
H 1.84 2.09 7.45
H 1.07 1.31 6.06
H 2.24 2.56 5.79
O 0.48 3.76 -8.54
C 0.92 4.87 -8.65
O 0.68 5.78 -7.70
C 1.31 7.06 -7.64
C 0.58 8.08 -8.48
C 1.66 5.28 -9.90
H 2.37 6.98 -7.90
H 1.28 7.36 -6.59
H 0.58 7.81 -9.54
H 1.04 9.06 -8.38
H -0.47 8.14 -8.17
H 0.94 5.60 -10.65
H 2.21 4.42 -10.27
H 2.39 6.07 -9.73
O 0.22 3.79 5.71
C -0.93 3.55 5.47
O -1.45 2.37 5.84
C -2.85 2.06 5.78
C -3.24 1.54 4.41
C -1.78 4.51 4.68
H -3.46 2.91 6.09
H -3.01 1.27 6.52
H -3.08 2.29 3.63
H -4.29 1.25 4.39
H -2.63 0.67 4.14
H -1.63 4.33 3.61
H -1.46 5.52 4.91
H -2.84 4.46 4.91

Record 3
34
Properties=species:S:1:pos:R:3 method="wB97M-V/def2-TZVPD" orbital_gap_ev=8.16 homo_ev=-12.787 e_lumo_ev=-4.6 total_charge=+1
C -2.04 3.49 3.80
C -2.20 2.62 3.00
C -2.33 1.61 1.96
C -0.96 1.13 1.48
S 0.08 2.65 1.11
C -0.68 2.75 -0.41
N -1.20 1.64 -0.82
C -0.87 0.52 0.09
C -1.55 -0.80 -0.19
C -0.80 -2.02 0.36
C 0.15 -2.70 -0.63
C 1.26 -1.76 -1.07
O 2.38 -2.50 -1.54
C 3.55 -1.78 -1.52
C 3.59 -0.44 -2.20
O 4.52 -2.23 -0.99
H -1.84 4.30 4.47
H -2.86 0.76 2.40
H -2.90 2.04 1.13
H -0.43 0.46 2.15
H -0.76 3.66 -0.99
H -1.72 1.53 -1.68
H 0.21 0.45 -0.08
H -1.73 -0.96 -1.25
H -2.53 -0.77 0.28
H -1.56 -2.77 0.58
H -0.30 -1.83 1.31
H -0.43 -3.00 -1.51
H 0.59 -3.57 -0.17
H 0.87 -1.04 -1.80
H 1.58 -1.18 -0.19
H 4.37 -0.44 -2.96
H 2.66 -0.15 -2.66
H 3.86 0.33 -1.48

Record 4
41
Properties=species:S:1:pos:R:3 method="wB97M-V/def2-TZVPD" orbital_gap_ev=9.26 homo_ev=-8.718 e_lumo_ev=0.5 smiles="CCC(=O)Oc1ccc([C@@H]2NC(=O)c3ccccc3O2)cc1OC"
C -5.89 -0.94 -0.04
C -4.96 -1.86 -0.83
C -3.54 -1.68 -0.34
O -2.94 -2.46 0.35
O -3.05 -0.50 -0.77
C -1.79 -0.08 -0.39
C -0.67 -0.88 -0.50
C 0.57 -0.39 -0.14
C 0.70 0.90 0.34
C 2.05 1.49 0.70
N 2.76 1.91 -0.50
C 3.58 1.10 -1.22
O 3.97 1.42 -2.33
C 3.99 -0.12 -0.50
C 4.81 -1.07 -1.10
C 5.24 -2.17 -0.39
C 4.88 -2.32 0.94
C 4.06 -1.38 1.55
C 3.61 -0.28 0.84
O 2.82 0.62 1.49
C -0.43 1.71 0.45
C -1.69 1.23 0.10
O -2.85 1.93 0.19
C -2.80 3.25 0.67
H -5.86 -1.20 1.02
H -5.58 0.10 -0.15
H -6.91 -1.05 -0.39
H -5.24 -2.90 -0.70
H -5.00 -1.59 -1.89
H -0.77 -1.89 -0.87
H 1.44 -1.03 -0.23
H 1.90 2.38 1.33
H 2.42 2.74 -0.96
H 5.09 -0.91 -2.14
H 5.87 -2.91 -0.87
H 5.22 -3.17 1.50
H 3.77 -1.49 2.59
H -0.32 2.71 0.83
H -2.42 3.29 1.70
H -2.20 3.89 0.03
H -3.83 3.60 0.66

Record 5
15
Properties=species:S:1:pos:R:3 method="wB97M-V/def2-TZVPD" orbital_gap_ev="11.17 / 9.78" homo_ev="-10.214 / -10.193" e_lumo_ev="1.0 / -0.4" s_squared=0.7537 spin_multiplicity=2
O 2.75 1.91 -0.01
C 1.53 1.26 -0.26
C 1.67 -0.13 0.37
N 0.37 -0.76 0.27
C -3.16 -1.10 -0.10
H 2.70 2.83 -0.32
H 1.31 1.15 -1.33
H 0.66 1.74 0.20
H 2.41 -0.70 -0.20
H 1.96 0.00 1.40
H 0.47 -1.77 0.27
H -3.46 -1.43 -1.05
H -3.79 -0.28 0.21
H -3.29 -1.93 0.60
H -2.11 -0.81 -0.05

Record 6
18
Properties=species:S:1:pos:R:3 method="wB97M-V/def2-TZVPD" orbital_gap_ev=10.19 homo_ev=-9.272 e_lumo_ev=0.9 smiles="NCNC(=O)CCO"
N 1.55 1.63 -1.87
C 1.63 1.41 -0.44
N 0.97 0.14 -0.13
C -0.08 0.16 0.76
O -0.67 1.16 1.11
C -0.49 -1.17 1.37
C -1.59 -1.81 0.48
O -1.89 -1.01 -0.65
H 0.62 1.52 -2.24
H 1.92 2.52 -2.14
H 2.67 1.37 -0.17
H 1.10 2.14 0.16
H 0.84 -0.44 -0.94
H 0.42 -1.75 1.52
H -0.88 -0.98 2.36
H -2.46 -1.92 1.11
H -1.38 -2.79 0.08
H -2.29 -0.18 -0.38

Record 7
5
Properties=species:S:1:pos:R:3 method="wB97M-V/def2-TZVPD" orbital_gap_ev="4.51 / 4.54" homo_ev="-5.438 / -5.528" e_lumo_ev="-0.9 / -1.0"
H -0.09 0.85 0.21
Sn -1.77 1.18 -0.93
O 0.89 -1.09 0.01
C 1.17 -0.49 -0.95
Li -0.19 -0.45 1.65

Record 8
64
Properties=species:S:1:pos:R:3 method="wB97M-V/def2-TZVPD" orbital_gap_ev="7.57 / 4.01" homo_ev="-16.601 / -16.602" e_lumo_ev="-9.0 / -12.6" s_squared=6.0366 spin_multiplicity=5 total_charge=+3
Ir 0.84 -0.66 2.03
O 0.85 -0.09 3.95
C 1.79 0.03 4.81
C 1.39 0.43 6.13
C 2.32 0.60 7.10
C 3.69 0.41 6.79
C 4.10 0.03 5.50
C 3.19 -0.18 4.50
C 3.60 -0.63 3.18
N 2.82 -0.84 2.09
C 3.64 -1.30 1.06
C 4.90 -1.36 1.52
N 4.85 -0.95 2.84
H 0.33 0.58 6.32
H 2.03 0.89 8.10
H 4.44 0.55 7.57
H 5.16 -0.07 5.32
H 3.26 -1.55 0.09
H 5.82 -1.66 1.05
H 5.65 -0.91 3.45
C -3.36 0.23 2.42
C -3.42 -1.21 1.85
C -2.01 -1.76 2.00
O -1.16 -0.53 2.01
C -1.91 0.45 2.84
H -4.02 0.36 3.27
H -3.65 0.95 1.66
H -3.72 -1.20 0.80
H -4.12 -1.84 2.39
H -1.66 -2.39 1.19
H -1.85 -2.27 2.95
H -1.51 1.43 2.61
H -1.74 0.20 3.88
O 0.95 -2.60 0.59
N 0.76 -1.41 0.17
C -0.98 3.82 -5.67
C -2.14 2.90 -6.01
S -1.66 1.23 -6.31
O -2.84 0.40 -6.32
O -0.68 1.19 -7.35
C -0.75 0.69 -4.83
C -1.70 0.40 -3.68
N -1.09 -0.56 -2.70
C -0.36 -0.19 -1.65
N -0.04 -1.32 -0.98
C -0.58 -2.44 -1.60
C -1.23 -1.94 -2.67
N -1.90 -2.76 -3.68
O -1.96 -3.93 -3.39
O -2.20 -2.22 -4.71
C 0.10 1.18 -1.35
H -1.31 4.86 -5.70
H -0.17 3.72 -6.39
H -0.59 3.64 -4.67
H -2.59 3.16 -6.98
H -2.93 2.87 -5.26
H 0.02 1.42 -4.61
H -0.29 -0.23 -5.20
H -2.60 -0.07 -4.07
H -1.98 1.29 -3.12
H -0.43 -3.45 -1.27
H -0.72 1.89 -1.43
H 0.87 1.48 -2.06
H 0.52 1.25 -0.35

Record 9
49
Properties=species:S:1:pos:R:3 method="wB97M-V/def2-TZVPD" orbital_gap_ev=8.22 homo_ev=-7.987 e_lumo_ev=0.2 smiles=N#Cc1cc(Oc2ccccc2)cc(N2CCC3(CC2)CNCCO3)c1
N 1.58 4.95 0.88
C 0.93 3.95 1.03
C 0.35 2.70 1.20
C -0.55 2.42 2.19
C -1.26 1.20 2.31
O -2.14 0.99 3.34
C -1.70 1.23 4.60
C -2.67 1.79 5.47
C -2.22 2.09 6.74
C -0.94 1.82 7.22
C 0.01 1.20 6.37
C -0.39 0.94 5.08
C -0.88 0.15 1.52
C 0.01 0.41 0.47
N 0.33 -0.68 -0.36
C 1.69 -0.83 -0.91
C 1.72 -0.47 -2.43
C 0.62 -1.21 -3.20
C -0.65 -1.22 -2.45
C -0.63 -1.68 -1.00
C 0.51 -0.53 -4.60
N 0.15 -1.41 -5.77
C 0.80 -2.71 -5.77
C 0.66 -3.28 -4.40
O 1.23 -2.51 -3.39
C 0.60 1.65 0.33
H -0.80 3.15 2.97
H -3.68 2.06 5.23
H -2.90 2.50 7.55
H -0.58 1.97 8.21
H 1.08 1.19 6.60
H 0.42 0.48 4.54
H -1.27 -0.86 1.67
H 1.99 -1.91 -0.77
H 2.42 -0.26 -0.39
H 1.57 0.56 -2.63
H 2.74 -0.73 -2.91
H -1.03 -0.15 -2.45
H -1.37 -1.88 -2.92
H -1.57 -1.59 -0.58
H -0.38 -2.71 -0.88
H -0.11 0.36 -4.61
H 1.49 -0.03 -4.89
H 0.41 -0.92 -6.61
H 0.36 -3.46 -6.47
H 1.86 -2.71 -6.13
H -0.41 -3.53 -4.23
H 1.19 -4.30 -4.33
H 1.42 1.81 -0.46

Record 10
99
Properties=species:S:1:pos:R:3 method="wB97M-V/def2-TZVPD" orbital_gap_ev=9.08 homo_ev=-8.397 e_lumo_ev=0.7 smiles="CC(=O)OCCCCCC[PH4].COCCOCCOC.COCCOCCOC.COCCOCCOC"
C 4.18 -0.31 -2.65
C 4.54 1.12 -2.98
O 5.53 1.65 -2.57
O 3.74 1.79 -3.86
C 2.32 1.64 -3.78
C 1.77 2.02 -2.41
C 0.35 1.51 -2.21
C -0.70 2.27 -3.04
C -1.81 1.39 -3.66
C -3.20 1.60 -3.10
P -4.30 0.09 -3.41
H 4.88 -0.98 -3.15
H 4.32 -0.43 -1.57
H 3.16 -0.58 -2.90
H 2.01 0.63 -4.05
H 1.95 2.31 -4.56
H 1.79 3.11 -2.30
H 2.43 1.61 -1.63
H 0.31 0.44 -2.44
H 0.10 1.59 -1.14
H -0.20 2.83 -3.84
H -1.17 3.03 -2.41
H -1.53 0.33 -3.53
H -1.84 1.56 -4.74
H -3.16 1.75 -2.01
H -3.67 2.49 -3.55
H -3.56 -0.65 -2.44
H -3.90 0.08 -4.78
H -5.46 0.78 -2.97
H -5.11 -1.10 -3.66
C 2.70 -4.63 4.04
O 3.00 -3.27 3.88
C 3.91 -2.76 4.84
C 4.83 -1.73 4.25
O 5.81 -2.25 3.37
C 5.41 -2.55 2.05
C 5.33 -1.34 1.14
O 4.21 -0.53 1.46
C 4.45 0.86 1.33
H 2.05 -4.81 4.90
H 2.17 -4.95 3.14
H 3.61 -5.23 4.15
H 4.50 -3.57 5.27
H 3.35 -2.28 5.66
H 5.40 -1.30 5.08
H 4.26 -0.92 3.78
H 4.46 -3.10 2.03
H 6.19 -3.20 1.65
H 5.25 -1.69 0.11
H 6.26 -0.76 1.24
H 5.39 1.15 1.81
H 3.63 1.37 1.84
H 4.47 1.19 0.29
C -7.12 1.07 -6.33
O -7.23 -0.03 -7.21
C -6.42 -1.14 -6.86
C -7.15 -2.44 -7.10
O -8.20 -2.69 -6.18
C -9.45 -2.05 -6.43
C -10.28 -2.73 -7.50
O -9.76 -2.48 -8.79
C -9.97 -3.53 -9.70
H -6.17 1.61 -6.46
H -7.95 1.74 -6.53
H -7.19 0.74 -5.28
H -6.13 -1.08 -5.80
H -5.51 -1.14 -7.46
H -6.43 -3.24 -6.92
H -7.49 -2.51 -8.13
H -9.32 -0.99 -6.66
H -10.00 -2.15 -5.49
H -11.30 -2.33 -7.43
H -10.32 -3.80 -7.30
H -9.66 -4.50 -9.28
H -9.36 -3.33 -10.58
H -11.02 -3.61 -10.00
C 2.64 4.27 10.79
O 3.63 3.74 9.93
C 4.33 2.63 10.47
C 4.68 1.63 9.39
O 3.56 0.91 8.89
C 2.75 1.55 7.92
C 3.33 1.52 6.53
O 4.41 2.42 6.39
C 5.41 1.97 5.50
H 3.08 4.80 11.64
H 2.05 4.97 10.21
H 1.99 3.48 11.17
H 3.73 2.14 11.24
H 5.27 2.97 10.93
H 5.32 0.88 9.85
H 5.24 2.11 8.58
H 2.50 2.58 8.21
H 1.83 0.97 7.89
H 2.53 1.79 5.82
H 3.65 0.49 6.29
H 5.71 0.94 5.73
H 6.28 2.62 5.62
H 5.07 2.01 4.46